Entry 1:
5 unconnected molecules or ions with the total composition C32H51Cl8F5NO7PS at a distorted geometry, computed with ωB97M-V with the def2-TZVPD basis set.

Values from the calculation:
- SMILES string = COCCCCCCCCCCC[C@H]1[C@](CCCCOC=O)(C(F)(F)C(F)(F)F)[C@@H]([PH2]=O)[C@@H](c2cccnc2)OS1(=O)=O.ClCCl.ClCCl.ClCCl.ClCCl
- E (eV) = -183723.5979
- charge = 0
- E_HOMO (eV) = -9.505

```
106
Properties=species:S:1:pos:R:3:forces:R:3:mulliken_charge:R:1
C -4.6785 0.1258 -7.2371 -0.165 -0.002 -0.056 -0.74
O -3.3840 -0.3455 -6.9466 0.198 0.033 -0.022 -0.36
C -2.8290 0.2452 -5.7762 -0.284 -0.244 -0.648 -0.44
C -1.4418 -0.3092 -5.5525 -0.045 -0.142 0.682 -1.00
C -0.5865 0.6018 -4.6632 -0.423 -0.411 -0.231 0.48
C -0.1664 1.8959 -5.3544 0.288 -0.435 -0.140 -0.91
C 1.1049 2.4969 -4.7738 -0.627 0.311 0.551 -0.98
C 0.9117 2.9326 -3.3192 0.145 0.227 0.256 1.12
C 1.7727 4.1312 -2.8622 0.119 -0.203 0.071 -1.47
C 2.5132 3.8952 -1.5383 -0.077 0.313 0.417 0.05
C 1.8621 4.5833 -0.3291 -0.103 -0.809 0.019 -0.68
C 0.5977 3.7973 0.0567 0.242 -0.076 -0.174 -0.57
C 0.9571 2.5626 0.9306 -0.079 1.055 -0.234 -0.89
C 0.1712 1.3196 0.5132 0.499 -0.411 0.285 -0.82
C 0.4169 -0.0427 1.2612 -0.954 0.392 0.157 2.09
C 0.1633 0.2249 2.7770 0.012 -0.397 0.393 -1.40
C -0.7123 -0.7426 3.5756 0.171 -0.333 0.325 -0.58
C 0.0251 -1.8658 4.3117 -0.289 0.202 -0.075 -0.30
C -0.8958 -2.6225 5.2591 0.946 -0.279 -0.513 -0.51
O -1.3083 -3.8552 4.6303 0.033 0.445 0.305 -0.42
C -2.6197 -4.1182 4.7147 0.471 1.136 -0.137 0.31
O -3.0435 -5.2097 4.7333 -0.854 -1.771 -0.108 -0.50
C 1.8328 -0.6435 1.1027 0.406 0.321 -0.092 0.57
F 2.0541 -1.5370 2.1043 -0.089 0.058 0.160 -0.27
F 1.9568 -1.3449 -0.0556 0.004 0.058 -0.141 -0.37
C 3.1170 0.2426 1.1257 0.305 -0.973 -0.034 0.03
F 4.1632 -0.5887 1.2316 0.104 -0.076 0.000 -0.30
F 3.1734 1.0574 2.1706 -0.141 0.366 0.145 -0.27
F 3.2792 0.9018 -0.0110 -0.119 0.371 -0.147 -0.15
C -0.5529 -1.0706 0.5337 0.448 0.427 0.945 -1.04
P -0.4890 -2.8651 0.9636 -0.173 -1.328 -1.310 1.04
O -0.7031 -3.6398 -0.2853 -0.072 0.158 -0.121 -0.90
C -2.0082 -0.5720 0.3507 -0.896 -0.300 -0.386 0.28
C -3.1140 -1.6079 0.4472 0.103 0.382 0.327 -1.11
C -3.8111 -1.8238 1.6375 -0.410 -0.631 -0.676 -0.09
C -4.8219 -2.7863 1.6169 0.599 0.281 -0.391 -0.78
C -5.0698 -3.4541 0.4167 -0.104 0.012 0.308 -0.36
N -4.4351 -3.2262 -0.7314 0.235 0.250 0.192 -0.62
C -3.4674 -2.3104 -0.7079 -0.258 -0.081 0.674 -0.22
O -2.3384 0.5252 1.2343 0.804 -0.084 -0.284 -0.50
S -1.5791 1.8384 0.7356 -0.291 0.998 0.394 1.56
O -2.0980 2.2849 -0.5159 0.029 -0.545 -0.359 -0.71
O -1.6681 2.7434 1.8374 0.064 -0.276 0.210 -0.78
H -4.7617 0.3573 -8.2977 0.119 -0.017 -0.113 0.25
H -5.4349 -0.6261 -7.0056 -0.033 -0.073 0.146 0.25
H -4.9088 1.0343 -6.6788 -0.039 0.084 0.047 0.35
H -2.8203 1.3291 -5.9213 0.057 0.131 0.142 0.36
H -3.4784 -0.0024 -4.9312 0.024 0.202 0.236 0.36
H -1.5511 -1.2557 -5.0207 0.035 -0.205 -0.174 0.31
H -0.9515 -0.5295 -6.4980 0.016 0.163 -0.163 0.39
H -1.1775 0.7929 -3.7629 0.134 0.210 0.179 -0.13
H 0.2738 0.0095 -4.3504 0.247 0.168 0.013 0.05
H -0.9896 2.6086 -5.3241 0.020 0.201 -0.017 0.41
H 0.0207 1.6592 -6.4042 -0.071 0.041 -0.130 0.39
H 1.3993 3.3705 -5.3531 0.166 -0.045 -0.200 0.46
H 1.8843 1.7398 -4.7870 0.296 0.092 -0.331 0.15
H 1.1467 2.0893 -2.6645 -0.099 -0.147 -0.006 -0.72
H -0.1342 3.1757 -3.1274 -0.166 -0.075 -0.110 0.40
H 2.4911 4.3939 -3.6378 0.061 -0.078 -0.102 0.50
H 1.1313 5.0035 -2.7408 -0.042 0.137 -0.093 0.29
H 2.4891 2.8296 -1.3126 0.254 -0.183 -0.118 -0.05
H 3.5655 4.1739 -1.5831 0.060 0.109 -0.216 0.52
H 2.5612 4.5339 0.5071 -0.131 0.290 -0.079 -0.52
H 1.6215 5.6236 -0.5351 0.092 0.137 -0.041 0.67
H 0.1590 3.4279 -0.8678 -0.293 0.179 -0.072 0.03
H -0.1395 4.4251 0.5455 -0.110 -0.008 0.099 0.56
H 0.7915 2.8384 1.9670 -0.052 -0.231 0.192 0.33
H 2.0213 2.4587 0.7980 0.060 -0.460 -0.016 0.80
H 0.3559 1.1613 -0.5503 -0.384 0.057 -0.190 0.38
H 1.1119 0.2717 3.3090 0.204 0.014 -0.120 0.81
H -0.2497 1.2147 2.9243 -0.172 0.110 -0.312 0.70
H -1.5163 -1.1877 2.9953 -0.096 0.135 -0.212 -1.15
H -1.2016 -0.1566 4.3538 -0.131 0.144 -0.026 0.86
H 0.8564 -1.4389 4.8717 0.080 0.025 0.058 0.47
H 0.4399 -2.6019 3.6285 0.198 -0.032 -0.016 0.16
H -0.3269 -2.9105 6.1373 -0.162 -0.061 0.240 0.19
H -1.7514 -2.0324 5.5690 -0.187 0.031 -0.030 0.33
H -3.2487 -3.2179 4.7174 -0.088 0.253 0.154 0.31
H -0.1812 -1.0965 -0.4879 0.164 -0.379 -0.062 1.49
H -1.4607 -3.1951 1.9208 0.211 0.450 0.366 -0.03
H 0.7425 -3.2256 1.5251 -0.124 0.402 0.363 -0.19
H -2.1070 -0.1796 -0.6611 0.204 0.077 -0.111 0.67
H -3.5931 -1.2663 2.5354 0.035 0.122 0.034 0.62
H -5.3903 -3.0219 2.5026 -0.092 -0.029 0.047 0.43
H -5.8400 -4.2146 0.4013 -0.051 -0.044 -0.126 0.38
H -2.9345 -2.1155 -1.6286 -0.002 -0.077 -0.148 0.69
Cl 3.8504 5.5862 2.3739 0.140 0.052 0.202 -0.16
C 4.9649 4.3262 2.9223 -0.002 -0.054 -0.019 0.03
Cl 6.1168 4.9273 4.1180 0.011 -0.026 0.001 -0.17
H 4.3862 3.5280 3.3716 -0.026 0.038 0.045 0.05
H 5.5169 3.9599 2.0648 0.024 0.059 -0.013 0.26
Cl -2.1483 -1.5466 8.2004 -0.069 0.044 0.197 -0.13
C -1.3396 -2.6654 9.3116 -0.029 -0.033 0.065 -0.28
Cl 0.3815 -2.8394 8.9521 -0.005 -0.006 0.004 -0.16
H -1.4415 -2.2771 10.3173 0.020 0.058 -0.013 0.32
H -1.8131 -3.6359 9.2263 0.019 -0.006 -0.075 0.27
Cl 3.4929 -0.8705 -6.1402 0.016 -0.006 -0.004 -0.15
C 4.1246 -1.0861 -4.5052 0.041 -0.048 -0.048 -0.49
Cl 3.0687 -0.3479 -3.2931 0.041 -0.014 0.164 -0.01
H 4.1975 -2.1464 -4.2965 -0.076 -0.012 -0.006 0.33
H 5.0985 -0.6162 -4.4436 -0.026 0.067 -0.011 0.30
Cl 4.5381 -5.6064 -0.1380 0.011 0.025 -0.012 -0.17
C 4.1096 -4.3309 1.0056 -0.010 0.089 -0.026 0.33
Cl 3.2377 -4.9615 2.4105 -0.038 0.058 0.011 -0.17
H 5.0196 -3.8565 1.3521 0.021 -0.048 0.032 0.28
H 3.4740 -3.6127 0.5006 -0.048 -0.047 -0.015 -0.26
```
Forces are in eV/Å.



Entry 2:
7 unconnected molecules or ions with the total composition C32H51ClN2O12PS at a distorted geometry, computed with ωB97M-V with the def2-TZVPD basis set.

Values from the calculation:
- E (eV) = -94202.2822
- charge = +1
- E_HOMO (eV) = -11.344

```
100
Properties=species:S:1:pos:R:3:forces:R:3:mulliken_charge:R:1
C -1.2366 3.7934 -2.5092 0.703 -0.841 -1.036 -0.72
P -2.1935 2.2429 -1.9603 -0.501 0.259 0.032 0.03
C -3.9377 2.5486 -2.6402 0.127 -0.252 -0.282 -0.77
C -1.4752 0.8929 -3.0821 -1.520 0.674 -0.528 0.22
C -2.1873 0.0433 -4.0010 3.347 1.341 1.838 -0.33
N -1.1454 -0.7264 -4.5813 -0.058 1.299 1.376 0.01
C 0.0559 -0.3608 -4.0426 1.324 0.534 -0.117 -0.14
S 1.6698 -1.0503 -4.4952 -0.682 0.428 -0.262 -0.22
N -0.0691 0.6393 -3.0833 -3.172 -2.071 -3.133 0.42
C 0.9868 1.2702 -2.2815 0.992 0.276 1.613 -0.87
C 0.7206 0.9891 -0.7328 1.036 -0.236 0.010 -0.25
C 2.0644 1.0773 0.1175 -0.757 -0.232 -0.165 -0.55
Cl 1.9083 -0.1208 1.5041 0.211 0.687 -0.713 -0.17
H -1.8937 4.6918 -2.5957 0.475 -0.849 0.419 0.16
H -0.7946 3.5933 -3.5331 -0.539 0.393 0.972 0.29
H -0.3659 3.9188 -1.8144 -0.978 0.245 -0.454 0.28
H -4.5516 3.0450 -1.8360 0.847 -0.464 -0.820 0.36
H -4.4421 1.5689 -2.8835 0.548 1.003 0.202 0.40
H -3.8804 3.2295 -3.5281 -0.246 -0.770 0.754 0.14
H -3.2721 -0.0031 -4.2139 1.183 -0.145 0.026 0.37
H -1.3027 -1.4309 -5.3031 0.540 0.238 0.338 0.26
H 2.2465 -0.0377 -5.2434 -0.902 -0.334 0.523 0.24
H 1.9931 0.8411 -2.5534 -1.313 0.128 0.035 0.50
H 1.0807 2.3762 -2.4547 -0.501 -1.130 -0.195 0.10
H 0.3708 -0.0769 -0.6153 0.033 1.247 -0.204 0.35
H -0.0013 1.7251 -0.2993 0.377 -0.933 -0.468 0.22
H 2.1735 2.0781 0.5992 0.180 -0.890 -0.581 0.37
H 2.9563 0.7647 -0.4834 -0.738 0.415 0.684 0.31
O -4.1196 5.6118 -2.7703 0.232 -0.261 -0.383 -0.53
C -3.9240 6.1159 -3.8458 -0.096 0.435 0.513 0.44
O -3.3935 5.4467 -4.9020 -0.118 -0.163 0.418 -0.35
C -3.1898 6.3602 -5.9944 0.132 0.177 -0.518 -0.45
C -4.1349 7.5125 -5.7291 -0.183 0.344 -0.176 -0.63
C -4.1757 7.5559 -4.2113 -0.197 -0.092 -0.548 -0.06
H -2.1424 6.6729 -5.9957 -0.035 -0.031 0.057 0.27
H -3.4087 5.8584 -6.9366 0.070 -0.191 0.179 0.33
H -3.8128 8.4471 -6.1871 0.047 -0.092 0.011 0.33
H -5.1292 7.2737 -6.1159 0.084 0.006 -0.019 0.30
H -3.3749 8.1725 -3.7997 -0.125 0.011 0.109 -0.01
H -5.1438 7.8898 -3.8441 0.224 0.036 0.308 0.30
O 2.2194 -7.3156 -2.3898 0.038 0.376 -0.416 -0.59
C 2.0053 -6.1538 -2.2010 0.139 -0.706 0.496 0.45
O 2.4257 -5.1605 -3.0364 -0.072 -0.083 -0.112 -0.38
C 2.1011 -3.8881 -2.4657 0.039 0.210 0.017 0.37
C 0.9705 -4.1611 -1.4943 -0.309 0.308 0.320 -0.62
C 1.2888 -5.5639 -1.0113 -0.267 0.368 -0.134 0.49
H 2.9900 -3.4926 -1.9658 -0.021 -0.025 0.005 0.26
H 1.8057 -3.1965 -3.2589 0.189 -0.408 0.040 -0.40
H 0.9042 -3.4254 -0.6917 0.064 -0.027 -0.027 0.36
H 0.0148 -4.1641 -2.0283 0.037 0.018 0.008 0.31
H 1.9667 -5.5552 -0.1545 -0.033 -0.075 -0.014 0.07
H 0.3852 -6.1238 -0.7810 0.230 -0.166 0.109 -0.31
O -2.0773 10.7390 -2.6750 -0.405 -0.385 -0.138 -0.59
C -2.7425 10.3037 -1.7782 0.444 0.608 -0.145 0.52
O -3.9866 9.7802 -1.9485 0.266 0.054 -0.030 -0.33
C -4.5470 9.4523 -0.6667 -0.365 -0.164 0.241 -0.38
C -3.3596 9.2983 0.2604 0.120 -0.128 0.418 -0.52
C -2.3656 10.2908 -0.3169 -0.155 -0.482 0.243 -0.36
H -5.2117 10.2641 -0.3600 0.044 -0.005 -0.044 0.27
H -5.1265 8.5324 -0.7456 0.005 0.104 -0.230 0.31
H -3.6046 9.4791 1.3069 -0.068 -0.013 -0.080 0.34
H -2.9553 8.2855 0.1796 -0.070 0.042 0.010 0.23
H -2.5035 11.2927 0.0942 0.124 0.011 -0.081 0.26
H -1.3383 9.9586 -0.1809 0.041 0.334 -0.120 0.29
O -1.2462 -5.2314 1.7653 -0.297 -0.104 0.307 -0.55
C -1.8345 -6.2772 1.7891 0.556 0.327 -0.130 0.50
O -2.4331 -6.7832 2.8968 0.106 0.253 -0.207 -0.36
C -2.9473 -8.0931 2.6094 -0.194 -0.344 0.137 -0.41
C -3.1098 -8.1348 1.1040 -0.173 -0.274 -0.352 -0.61
C -1.9816 -7.2348 0.6325 -0.498 -0.228 -0.038 -0.33
H -2.2313 -8.8353 2.9714 0.000 0.056 -0.012 0.26
H -3.8949 -8.2356 3.1280 0.142 0.168 0.132 0.32
H -3.0688 -9.1438 0.6939 -0.004 0.028 0.100 0.33
H -4.0710 -7.6964 0.8226 0.043 -0.050 0.043 0.28
H -1.0466 -7.7848 0.5056 0.025 0.110 -0.054 0.27
H -2.2430 -6.7045 -0.2816 0.319 0.061 0.027 0.32
O 3.7830 -4.6377 1.3151 0.405 0.165 -0.099 -0.58
C 4.3178 -4.0614 2.2250 -0.311 -0.421 -0.068 0.42
O 5.6616 -3.9807 2.3800 -0.420 -0.023 -0.286 -0.38
C 5.9644 -3.3209 3.6220 0.326 0.099 0.424 -0.33
C 4.7268 -2.5160 3.9538 -0.152 0.501 0.152 -0.14
C 3.6176 -3.3706 3.3710 0.211 0.470 0.098 -0.23
H 6.1812 -4.0808 4.3767 -0.056 -0.001 -0.058 0.18
H 6.8433 -2.6886 3.4960 0.006 -0.182 -0.209 0.30
H 4.6150 -2.3191 5.0161 0.111 -0.052 -0.111 0.03
H 4.7599 -1.5533 3.4341 0.013 -0.063 -0.020 0.31
H 3.2677 -4.1234 4.0806 -0.065 -0.019 -0.097 0.25
H 2.7870 -2.7646 3.0130 -0.139 -0.332 -0.036 0.17
O 5.9742 -5.5941 6.4850 -0.293 0.434 -0.251 -0.56
C 5.3297 -4.8675 7.1853 0.615 -0.536 0.076 0.44
O 4.7809 -3.6973 6.7551 0.042 -0.322 0.107 -0.24
C 4.1701 -3.0188 7.8643 -0.215 0.323 0.183 -0.44
C 3.8994 -4.0987 8.8919 -0.203 -0.076 0.388 -0.54
C 5.0429 -5.0697 8.6526 -0.544 0.152 0.116 -0.46
H 4.8645 -2.2587 8.2325 0.004 -0.043 -0.030 0.28
H 3.2538 -2.5291 7.5339 0.149 -0.014 -0.196 0.31
H 3.8511 -3.7188 9.9123 0.000 0.057 -0.090 0.34
H 2.9486 -4.5907 8.6708 0.045 0.067 0.015 0.27
H 5.9316 -4.8030 9.2281 0.036 -0.132 -0.060 0.26
H 4.7490 -6.0975 8.8554 0.344 -0.025 -0.052 0.30
```
Forces are in eV/Å.